# 1
Density functional theory data (ωB97M-V/def2-TZVPD) for C57H39Cl4N9S3Tl as an isolated structure.

Geometry as XYZ:
```
113
C57H39Cl4N9S3Tl, DFT ωB97M-V/def2-TZVPD
Tl -0.581 -0.095 -0.539
Cl -3.461 6.531 5.996
C -2.989 5.402 4.755
C -1.662 5.332 4.365
C -1.293 4.402 3.408
C -2.224 3.540 2.825
C -3.547 3.644 3.227
C -3.936 4.572 4.187
C -1.706 2.502 1.818
C -1.071 3.192 0.601
C -0.844 4.645 0.479
C 0.019 4.815 -0.526
C 0.303 3.480 -1.058
C 1.121 3.201 -2.103
C 1.794 4.321 -2.825
C 3.179 4.291 -3.002
C 3.840 5.307 -3.673
C 3.108 6.366 -4.185
Cl 3.929 7.646 -5.034
C 1.733 6.415 -4.042
C 1.084 5.393 -3.363
C 1.480 1.858 -2.577
N 1.538 0.785 -1.819
C 2.037 -0.244 -2.607
C 2.388 -1.479 -2.096
C 2.966 -2.488 -3.021
C 4.086 -2.218 -3.803
C 4.586 -3.165 -4.685
C 3.956 -4.393 -4.790
Cl 4.574 -5.581 -5.901
C 2.850 -4.695 -4.012
C 2.370 -3.745 -3.125
C 2.283 -1.865 -0.712
C 2.953 -2.986 -0.112
C 2.702 -2.907 1.230
C 1.883 -1.740 1.419
N 1.638 -1.148 0.228
C 1.436 -1.219 2.676
C 0.630 -0.112 2.891
C 0.370 0.486 4.176
C -0.469 1.533 3.955
C -0.713 1.559 2.533
N -0.067 0.595 1.915
C 1.892 -1.949 3.896
C 0.957 -2.494 4.774
C 1.357 -3.175 5.915
C 2.709 -3.304 6.183
Cl 3.223 -4.121 7.632
C 3.659 -2.782 5.321
C 3.246 -2.109 4.182
C 2.226 0.243 -3.962
C 1.904 1.557 -3.939
N -0.405 2.535 -0.298
H -0.928 5.992 4.809
H -0.249 4.329 3.124
H -4.299 2.996 2.803
H -4.972 4.643 4.488
H -1.320 5.409 1.070
H 0.423 5.748 -0.886
H 3.746 3.462 -2.595
H 4.914 5.277 -3.801
H 1.177 7.240 -4.467
H 0.004 5.411 -3.272
H 4.585 -1.263 -3.703
H 5.459 -2.952 -5.287
H 2.372 -5.662 -4.100
H 1.516 -3.975 -2.496
H 3.557 -3.713 -0.632
H 3.037 -3.585 2.000
H 0.787 0.173 5.121
H -0.865 2.215 4.688
H -0.098 -2.384 4.555
H 0.624 -3.597 6.589
H 4.711 -2.902 5.544
H 3.984 -1.679 3.517
H 2.537 -0.347 -4.811
H 1.910 2.258 -4.762
S -3.714 3.657 -0.399
C -4.140 2.202 0.300
S -3.020 1.301 1.354
C -5.372 1.564 0.141
C -6.394 2.111 -0.691
N -7.250 2.530 -1.341
C -5.697 0.365 0.848
N -5.963 -0.599 1.428
S -0.330 -1.656 -5.891
C -1.039 -0.148 -5.493
C -1.481 -0.169 -4.211
N -1.275 -1.352 -3.538
C -0.684 -2.217 -4.299
H -1.079 0.658 -6.210
H -1.974 0.650 -3.700
H -0.414 -3.220 -3.988
C -0.907 -3.878 0.012
C -1.660 -5.163 0.466
N -2.932 -4.805 1.101
C -2.667 -3.986 2.290
C -1.811 -2.747 1.902
N -1.656 -2.699 0.445
C -2.975 -2.694 -0.192
C -3.726 -4.009 0.153
H -0.819 -3.832 -1.080
H 0.098 -3.826 0.439
H -1.074 -5.738 1.188
H -1.877 -5.815 -0.384
H -2.158 -4.609 3.031
H -3.631 -3.682 2.703
H -0.808 -2.803 2.333
H -2.276 -1.815 2.235
H -2.830 -2.569 -1.269
H -3.524 -1.831 0.176
H -3.898 -4.621 -0.736
H -4.694 -3.789 0.605
```

The energy above the lowest of the compared OMol25 structures with the same formula, charge and spin comes out at 19.14 kcal/mol. As for the total charge: -1.

# 2
Density functional theory data (ωB97M-V/def2-TZVPD) for C23H36P2Ru as an isolated structure in a non-equilibrium geometry.

Geometry as XYZ:
```
62
C23H36P2Ru, DFT ωB97M-V/def2-TZVPD
P -1.133 -1.100 -3.139
P 2.518 -1.127 -1.700
C 0.553 -1.233 -3.844
C 1.643 -2.035 -3.108
H 0.898 -0.210 -4.098
H 0.369 -1.739 -4.804
H 1.237 -2.995 -2.742
H 2.455 -2.274 -3.824
C 3.709 -0.219 -2.751
H 4.283 0.481 -2.125
H 3.228 0.340 -3.570
H 4.397 -0.963 -3.195
C 3.550 -2.491 -1.096
H 4.406 -2.571 -1.752
H 2.982 -3.440 -1.076
H 3.884 -2.236 -0.078
C -2.073 -0.413 -4.517
H -3.084 -0.112 -4.191
H -2.145 -1.211 -5.270
H -1.547 0.457 -4.944
C -1.830 -2.761 -2.942
H -1.082 -3.478 -2.573
H -2.183 -3.077 -3.928
H -2.683 -2.747 -2.250
Ru -1.486 0.651 0.921
C 2.167 -0.538 0.252
C 1.541 0.753 0.036
C 0.821 1.168 -1.191
C -0.737 1.176 -1.342
C -1.392 -0.200 -1.660
C -1.220 -1.126 -0.405
C 0.099 -1.811 -0.260
C 1.069 -1.510 0.890
C -3.433 0.711 0.929
H 3.174 -0.522 0.700
H 1.417 1.423 0.873
H 1.213 0.645 -2.083
H 1.151 2.228 -1.367
H -1.406 1.723 -0.549
H -0.950 1.839 -2.211
H -2.474 0.024 -1.724
H -2.064 -1.824 -0.318
H 0.608 -1.489 -1.190
H -0.056 -2.897 -0.400
H 0.552 -1.086 1.776
H 1.510 -2.477 1.230
H -3.459 0.229 1.932
H -3.934 0.090 0.174
H -3.812 1.732 1.010
C -1.221 1.601 2.473
C -1.024 2.005 3.668
C -0.863 2.493 4.975
C -0.203 3.724 5.211
C -0.228 4.305 6.474
C -0.843 3.649 7.559
C -1.416 2.380 7.346
C -1.399 1.791 6.091
H 0.303 4.220 4.384
H 0.225 5.293 6.634
H -0.872 4.121 8.549
H -1.894 1.858 8.187
H -1.818 0.803 5.941
```

Its spin multiplicity is 5. The energy above the lowest of the compared OMol25 structures with the same formula, charge and spin comes out at 2.92 kcal/mol. As for the total charge: +2. As for the expectation value of S²: 6.075.

# 3
Density functional theory data (ωB97M-V/def2-TZVPD) for C4H5F5S in the gas phase in a non-equilibrium geometry.

Geometry as XYZ:
```
15
C4H5F5S, DFT ωB97M-V/def2-TZVPD
C -1.373 0.769 -0.614
C -0.703 -0.591 -0.459
C 0.693 -0.395 0.648
C 1.745 0.599 0.072
F 1.250 -1.577 0.796
F 0.033 -0.033 1.807
F 1.740 1.767 0.566
F 1.539 0.651 -1.291
F 2.996 0.136 0.246
S -1.651 -1.941 0.216
H -1.644 1.191 0.345
H -2.426 0.671 -1.190
H -0.922 1.520 -1.165
H -0.132 -0.980 -1.385
H -1.144 -1.785 1.406
```

Its SMILES is C[C@H](S)C(F)(F)C(F)(F)F. The energy above the lowest of the compared OMol25 structures with the same formula, charge and spin comes out at 0.00 kcal/mol.

# 4
Density functional theory data (ωB97M-V/def2-TZVPD) for C4H4F2N2 in the gas phase in a non-equilibrium geometry.

Geometry as XYZ:
```
12
C4H4F2N2, DFT ωB97M-V/def2-TZVPD
C 1.337 -1.258 0.405
C 1.750 0.044 0.272
C -0.407 -0.078 -0.127
C -1.806 0.351 -0.382
N 0.024 -1.391 0.177
N 0.645 0.759 -0.070
F -2.230 1.179 0.625
F -2.658 -0.681 -0.417
H 1.925 -2.115 0.665
H 2.712 0.501 0.374
H -1.913 0.930 -1.319
H 0.620 1.758 -0.204
```

Its SMILES is FC(F)c1ncc[nH]1. The energy above the lowest of the compared OMol25 structures with the same formula, charge and spin comes out at 0.00 kcal/mol.

# 5
Density functional theory data (ωB97M-V/def2-TZVPD) for CH3IN2O in the gas phase in a non-equilibrium geometry.

Geometry as XYZ:
```
8
CH3IN2O, DFT ωB97M-V/def2-TZVPD
C 0.866 -0.348 -0.029
N 0.583 1.021 -0.032
N -0.477 1.583 0.014
O -1.858 1.054 0.108
I -2.477 -0.840 0.011
H 0.396 -1.089 0.691
H 1.976 -0.488 0.245
H 0.990 -0.892 -1.007
```

Its SMILES is C/N=N\OI. The energy above the lowest of the compared OMol25 structures with the same formula, charge and spin comes out at 78.29 kcal/mol.

# 6
Density functional theory data (ωB97M-V/def2-TZVPD) for an isolated ion of composition C3H8S2 and charge +1 in a non-equilibrium geometry.

Geometry as XYZ:
```
13
C3H8S2, DFT ωB97M-V/def2-TZVPD
C 0.085 0.381 0.947
C -0.280 1.808 0.573
C 0.162 -0.454 -0.330
S 0.316 -2.214 0.073
S 0.676 -3.079 -1.765
H 1.029 0.367 1.488
H -0.659 -0.101 1.592
H 0.444 2.182 -0.153
H -0.231 2.536 1.388
H -1.273 1.822 0.133
H -0.751 -0.382 -0.927
H 1.038 -0.220 -0.925
H -0.555 -2.646 -2.094
```

Its spin multiplicity is 2. The energy above the lowest of the compared OMol25 structures with the same formula, charge and spin comes out at 8.85 kcal/mol. As for the total charge: +1. As for the expectation value of S²: 0.754.

# 7
Density functional theory data (ωB97M-V/def2-TZVPD) for C35H85Br2Cl8N6O8V as an isolated structure in a non-equilibrium geometry.

Geometry as XYZ:
```
145
C35H85Br2Cl8N6O8V, DFT ωB97M-V/def2-TZVPD
O 28.612 -11.963 22.479
V 29.560 -13.012 23.145
O 30.650 -13.311 22.017
C 26.914 -16.686 20.971
C 27.150 -15.118 21.162
C 25.914 -14.618 20.379
C 24.606 -14.780 21.150
C 24.623 -14.003 22.427
C 25.766 -14.524 23.297
N 27.124 -14.528 22.555
O 28.234 -14.960 23.341
C 25.478 -15.881 23.963
C 25.898 -13.506 24.444
C 28.449 -14.785 20.345
H 27.604 -17.293 21.557
H 27.099 -16.991 19.941
H 25.878 -16.946 21.190
H 25.817 -15.070 19.392
H 25.928 -13.553 20.148
H 24.304 -15.822 21.260
H 23.805 -14.409 20.510
H 23.677 -14.191 22.934
H 24.574 -12.923 22.287
H 24.426 -15.922 24.246
H 26.105 -15.976 24.850
H 25.578 -16.758 23.323
H 24.933 -13.367 24.932
H 26.282 -12.551 24.085
H 26.521 -13.707 25.316
H 28.730 -13.741 20.486
H 28.469 -15.040 19.285
H 29.264 -15.310 20.845
Br 27.598 -14.656 15.137
C 26.852 -13.299 16.288
C 27.440 -11.995 15.858
Br 26.335 -10.513 16.474
H 27.113 -13.495 17.328
H 25.774 -13.357 16.141
H 27.341 -11.898 14.777
H 28.433 -11.838 16.280
C 31.257 -14.797 26.947
C 30.387 -14.222 25.843
C 29.708 -12.927 26.269
O 29.077 -12.309 25.190
C 28.347 -11.116 25.588
N 31.174 -14.060 24.673
H 32.074 -14.107 27.155
H 31.709 -15.747 26.660
H 30.642 -14.785 27.846
H 29.702 -15.059 25.703
H 30.460 -12.271 26.706
H 29.043 -13.004 27.130
H 28.842 -10.246 26.019
H 27.439 -11.411 26.113
H 27.948 -10.595 24.717
H 31.622 -14.942 24.468
H 31.900 -13.385 24.867
C 31.323 -14.008 17.807
C 31.931 -13.384 16.593
C 31.858 -11.866 16.563
O 32.443 -11.271 15.325
C 31.604 -11.391 14.209
N 33.352 -13.758 16.455
H 31.493 -13.356 18.663
H 31.791 -14.983 17.944
H 30.240 -14.097 17.725
H 31.332 -13.720 15.746
H 32.425 -11.445 17.393
H 30.792 -11.640 16.533
H 32.263 -11.093 13.394
H 30.772 -10.693 14.309
H 31.235 -12.406 14.055
H 33.586 -13.656 15.478
H 33.401 -14.731 16.723
C 29.173 -19.609 25.531
C 28.031 -18.718 25.032
C 26.609 -19.328 25.164
O 26.388 -20.511 24.386
C 26.655 -20.340 23.011
N 28.222 -17.479 25.748
H 29.287 -20.531 24.961
H 28.821 -19.899 26.521
H 30.101 -19.054 25.666
H 28.330 -18.503 24.006
H 25.967 -18.467 24.980
H 26.398 -19.502 26.219
H 26.201 -19.446 22.585
H 26.214 -21.263 22.635
H 27.686 -20.329 22.656
H 29.022 -16.997 25.364
H 27.517 -16.790 25.529
C 29.821 -16.966 17.276
C 29.394 -18.391 16.851
C 28.919 -19.169 18.048
O 29.973 -19.598 18.886
C 29.413 -20.476 19.789
N 28.419 -18.131 15.789
H 30.421 -16.999 18.185
H 28.962 -16.369 17.581
H 30.334 -16.480 16.446
H 30.165 -19.024 16.414
H 28.559 -20.000 17.440
H 28.090 -18.666 18.545
H 30.310 -20.913 20.227
H 28.906 -21.274 19.248
H 28.740 -20.056 20.536
H 28.777 -17.350 15.259
H 27.564 -17.819 16.226
C 32.281 -16.365 21.055
C 32.000 -17.608 21.902
C 31.522 -17.487 23.359
O 32.224 -16.486 24.102
C 33.403 -17.066 24.734
N 30.942 -18.236 21.183
H 31.472 -15.635 21.083
H 32.595 -16.542 20.027
H 33.077 -15.803 21.543
H 32.912 -18.198 21.815
H 31.589 -18.403 23.945
H 30.468 -17.213 23.327
H 33.267 -18.059 25.162
H 33.777 -16.397 25.509
H 34.160 -17.088 23.950
H 31.255 -18.502 20.261
H 30.111 -17.669 21.093
C 22.849 -19.634 24.214
Cl 23.221 -20.173 22.492
Cl 22.654 -17.896 24.319
H 21.887 -20.042 24.523
H 23.744 -19.901 24.777
C 21.409 -12.018 23.775
Cl 19.732 -11.392 23.430
Cl 22.584 -10.993 22.961
H 21.529 -11.903 24.852
H 21.461 -13.066 23.481
C 23.234 -14.785 27.616
Cl 22.142 -13.423 27.038
Cl 22.198 -16.218 27.667
H 24.062 -14.968 26.931
H 23.623 -14.479 28.587
C 26.065 -10.803 21.142
Cl 24.607 -10.965 20.082
Cl 26.690 -9.220 21.271
H 25.769 -11.181 22.120
H 26.948 -11.209 20.647
```

Its spin multiplicity is 2. Its energy is -12088.38335 a.u. As for the total charge: -1. As for the expectation value of S²: 0.758.

# 8
Density functional theory data (ωB97M-V/def2-TZVPD) for C4H12AlO2 as an isolated structure in a non-equilibrium geometry.

Geometry as XYZ:
```
19
C4H12AlO2, DFT ωB97M-V/def2-TZVPD
Al -20.366 -17.115 -4.200
C -20.771 -20.678 -5.947
C -19.890 -19.520 -6.240
O -19.495 -18.957 -5.017
H -20.315 -21.483 -5.371
H -21.119 -21.041 -6.914
H -21.674 -20.396 -5.405
H -20.381 -18.771 -6.861
H -18.999 -19.810 -6.795
H -18.854 -19.550 -4.617
C -18.216 -14.813 -1.660
C -18.509 -16.321 -1.615
O -19.723 -16.479 -2.288
H -18.985 -14.354 -1.038
H -18.316 -14.382 -2.656
H -17.243 -14.524 -1.260
H -18.555 -16.773 -0.624
H -17.649 -16.774 -2.109
H -20.424 -16.428 -1.634
```

The energy above the lowest of the compared OMol25 structures with the same formula, charge and spin comes out at 0.00 kcal/mol. As for the total charge: +3.

# 9
Density functional theory data (ωB97M-V/def2-TZVPD) for C11H15OP in the gas phase in a non-equilibrium geometry.

Geometry as XYZ:
```
28
C11H15OP, DFT ωB97M-V/def2-TZVPD
C -3.003 1.778 -1.855
C -3.146 0.936 -0.802
C -1.764 2.076 -2.423
C -2.012 0.344 -0.268
C -0.612 1.545 -1.767
C -0.767 0.707 -0.677
C 1.928 1.869 1.754
C 0.860 1.062 1.667
C 1.457 -2.094 1.904
C 1.117 -2.657 -0.518
C 0.611 -1.759 0.676
O 1.936 0.245 -0.789
P 0.850 0.053 0.166
H -3.813 2.309 -2.344
H -4.093 0.824 -0.444
H -1.503 2.648 -3.276
H -2.177 -0.304 0.598
H 0.420 1.722 -2.286
H 2.115 2.672 2.468
H 2.865 1.894 1.227
H 0.104 1.224 2.446
H 2.418 -1.546 1.835
H 0.903 -1.645 2.685
H 1.650 -3.106 1.845
H 2.192 -2.852 -0.391
H 1.044 -2.309 -1.587
H 0.826 -3.625 -0.715
H -0.407 -2.011 0.871
```

Its SMILES is C=C[P@](=O)(c1ccccc1)C(C)C. The energy above the lowest of the compared OMol25 structures with the same formula, charge and spin comes out at 1.50 kcal/mol.

# 10
Density functional theory data (ωB97M-V/def2-TZVPD) for a 2-piece molecular cluster, C7H15NS2 overall in a non-equilibrium geometry.

Geometry as XYZ:
```
25
C7H15NS2, DFT ωB97M-V/def2-TZVPD
C -0.397 1.178 0.935
C -0.302 1.972 -1.379
C -2.736 -1.948 1.122
C 3.448 0.441 -2.529
C -1.672 0.287 1.177
C -1.357 -1.265 1.061
C 2.187 0.731 -1.692
N -0.041 1.708 -0.154
S 2.150 2.502 1.457
S 0.949 1.767 -2.644
H 0.219 1.191 1.776
H -1.172 2.655 -1.574
H -2.754 -2.998 0.582
H -3.345 -1.214 0.612
H -3.113 -2.229 2.116
H 3.264 -0.060 -3.542
H 3.995 1.460 -2.756
H 4.175 -0.085 -1.983
H -1.919 0.512 2.216
H -2.344 0.841 0.567
H -0.809 -1.588 0.168
H -0.749 -1.433 1.962
H 2.344 1.216 -0.759
H 1.679 -0.194 -1.632
H 2.334 2.997 2.662
```

The energy above the lowest of the compared OMol25 structures with the same formula, charge and spin comes out at 106.66 kcal/mol.

# 11
Density functional theory data (ωB97M-V/def2-TZVPD) for C21H21ClN5O3Os as an isolated structure in a non-equilibrium geometry.

Geometry as XYZ:
```
52
C21H21ClN5O3Os, DFT ωB97M-V/def2-TZVPD
Os -0.489 -0.359 -0.075
N -1.408 -2.052 1.415
C -2.047 -1.360 2.545
C -2.511 0.022 2.159
O -3.354 0.606 2.790
N -1.846 0.527 1.068
C -2.302 1.797 0.540
C -2.304 1.679 -0.986
O -2.927 2.443 -1.663
O -1.516 0.703 -1.430
H -2.106 -2.411 0.775
H -0.850 -2.832 1.744
H -1.332 -1.257 3.362
H -2.915 -1.892 2.934
H -1.590 2.603 0.743
H -3.276 2.087 0.921
C 2.176 0.008 -1.523
N 0.950 -0.808 -1.463
C 0.578 -1.490 -2.508
C -0.645 -2.127 -2.463
C -1.331 -2.910 -3.405
C -2.570 -3.177 -2.855
C -2.599 -2.559 -1.591
N -1.440 -1.957 -1.334
C 1.820 1.471 -1.368
C 1.025 2.089 -2.330
C 0.671 3.421 -2.197
C 1.130 4.156 -1.108
C 1.954 3.559 -0.167
C 2.290 2.215 -0.290
H 2.691 -0.157 -2.471
H 2.840 -0.289 -0.708
H 1.202 -1.554 -3.394
H -0.951 -3.217 -4.366
H -3.373 -3.752 -3.285
H -3.425 -2.556 -0.891
H 0.681 1.524 -3.189
H 0.035 3.885 -2.939
H 0.849 5.196 -1.004
H 2.344 4.140 0.659
H 2.948 1.752 0.438
Cl 2.487 1.746 4.264
C 2.184 0.379 3.278
C 2.895 -0.799 3.443
C 2.627 -1.855 2.584
C 1.664 -1.709 1.610
N 0.959 -0.573 1.474
C 1.218 0.455 2.291
H 3.639 -0.883 4.223
H 3.171 -2.786 2.668
H 1.433 -2.508 0.919
H 0.645 1.364 2.159
```

The energy above the lowest of the compared OMol25 structures with the same formula, charge and spin comes out at 31.62 kcal/mol. As for the total charge: +1.